No. 1
Computed, not measured: a structure of composition C6H8, with wB97M-V/def2-TZVPD.

Results
E_LUMO: 0.69 eV
ΔE to the lowest compared entry with this formula, charge and spin: 103.9 kcal per mole
DFT total energy: -6346.278 eV
molecular weight: 80.13 g/mol
HOMO: -7.83 eV

Atoms and positions in Å:
C 0.02280 1.28431 -0.31413
C 0.84743 -0.01670 -0.33973
C 0.62260 -0.28643 1.16062
C -1.13791 0.54722 0.40491
C -1.32908 -0.62899 -0.53331
C -0.13393 -0.95631 -1.03265
H -0.27491 1.66848 -1.29365
H 0.47052 2.08585 0.28497
H 1.88595 -0.04135 -0.69661
H 1.19671 0.35896 1.83493
H 0.60338 -1.33015 1.48770
H -0.61931 0.17376 1.47311
H -2.28792 -1.10286 -0.71834
H 0.13368 -1.75580 -1.71780

Atoms 1-3, force components in eV/Å:
C 0.04 0.13 -0.04
C 0.10 -0.01 -0.04
C 0.15 -0.08 0.06

No. 2
Computed, not measured: an isolated molecule of C6H8, with wB97M-V/def2-TZVPD.

Results
SMILES: C#C[C@@H]1C[C@@H]1C
E_LUMO: 1.05 eV
ΔE to the lowest compared entry with this formula, charge and spin: 65.5 kcal per mole
DFT total energy: -6347.943 eV
molecular weight: 80.13 g/mol
HOMO: -9.30 eV

Atoms and positions in Å:
C 1.46693 -1.16268 0.07019
C 0.94259 0.25121 -0.00608
C 0.19950 0.75746 -1.22447
C -0.50321 0.65357 0.10673
C -1.69253 0.06503 0.55706
C -2.74659 -0.26280 1.02760
H 0.79949 -1.85290 -0.44804
H 1.57756 -1.50141 1.10586
H 2.45310 -1.22342 -0.40510
H 1.58422 0.97602 0.48005
H 0.00860 0.05619 -2.04012
H 0.36530 1.77193 -1.56772
H -0.85646 1.53480 0.73646
H -3.59850 -0.06300 1.60758

Atoms 1-3, force components in eV/Å:
C -0.17 -0.01 -0.04
C -0.04 0.28 0.17
C -0.08 0.23 0.14

No. 3
Computed, not measured: a structure of composition C6H8, with wB97M-V/def2-TZVPD.

Results
E_LUMO: 1.12 eV
ΔE to the lowest compared entry with this formula, charge and spin: 110.7 kcal per mole
DFT total energy: -6345.982 eV
molecular weight: 80.13 g/mol
HOMO: -8.25 eV

Atoms and positions in Å:
C -1.46357 -0.07536 -0.32185
C -0.52497 -0.84439 0.55237
C -0.18740 -0.59740 -0.90251
C 1.04275 0.26745 -0.53188
C 0.85432 1.40899 0.99846
C 0.71786 -0.02044 0.99563
H -1.62723 0.99410 -0.19026
H -2.35274 -0.62550 -0.62314
H -0.80023 -1.78552 1.01956
H -0.16651 -1.30728 -1.72637
H 2.02955 -0.08195 -0.82477
H 1.10980 1.38275 -0.71620
H -0.11792 1.88682 0.76886
H 1.48630 -0.60227 1.50210

Atoms 1-3, force components in eV/Å:
C -0.07 0.11 0.00
C 0.04 -0.11 0.09
C 0.08 0.10 -0.17

No. 4
Computed, not measured: an isolated molecule of C6H8, with wB97M-V/def2-TZVPD.

Results
SMILES: C#CC1CCC1
E_LUMO: 1.18 eV
ΔE to the lowest compared entry with this formula, charge and spin: 38.0 kcal per mole
DFT total energy: -6349.135 eV
molecular weight: 80.13 g/mol
HOMO: -9.80 eV

Atoms and positions in Å:
C 2.87317 -0.40939 -0.50745
C 1.74990 -0.30592 -0.08454
C 0.38495 -0.18231 0.40979
C -0.38640 1.14037 0.16096
C -1.65962 0.30134 -0.07897
C -0.75119 -0.91768 -0.35086
H 3.86710 -0.50296 -0.88436
H 0.35744 -0.44191 1.47562
H -0.38872 1.88055 0.96640
H -0.03515 1.61305 -0.76136
H -2.23341 0.17094 0.84417
H -2.34050 0.62008 -0.87492
H -0.50264 -1.00591 -1.41269
H -1.05918 -1.89703 0.02742

Atoms 1-3, force components in eV/Å:
C -0.38 0.04 0.11
C 0.44 -0.05 -0.12
C 0.07 -0.07 0.09

No. 5
Computed, not measured: an isolated molecule of C6H8, with wB97M-V/def2-TZVPD.

Results
SMILES: C#CCC1CC1
E_LUMO: 1.18 eV
ΔE to the lowest compared entry with this formula, charge and spin: 43.4 kcal per mole
DFT total energy: -6348.900 eV
molecular weight: 80.13 g/mol
HOMO: -9.86 eV

Atoms and positions in Å:
C 2.03714 -1.85230 -0.15943
C 1.51800 -0.86527 0.29710
C 0.88432 0.33986 0.84086
C -0.25523 0.91071 -0.01220
C -1.66628 0.43509 0.19705
C -0.93858 0.09236 -1.06966
H 2.50289 -2.72265 -0.56844
H 0.51932 0.12011 1.85170
H 1.65817 1.10619 0.96416
H -0.14180 1.96924 -0.23589
H -2.46997 1.16567 0.15596
H -1.81913 -0.35953 0.92541
H -0.59501 -0.93107 -1.19760
H -1.23382 0.59159 -1.98902

Atoms 1-3, force components in eV/Å:
C -0.21 0.39 0.17
C 0.24 -0.46 -0.21
C 0.01 0.03 0.07

No. 6
Computed, not measured: an isolated molecule of C6H8, with wB97M-V/def2-TZVPD.

Results
SMILES: C/C=C1/C=CC1
E_LUMO: 1.10 eV
ΔE to the lowest compared entry with this formula, charge and spin: 58.2 kcal per mole
DFT total energy: -6348.260 eV
molecular weight: 80.13 g/mol
HOMO: -8.36 eV

Atoms and positions in Å:
C 0.44849 0.61147 -1.41290
C 0.42757 -0.80091 -2.06619
C 0.22387 -1.39881 -0.84598
C -0.17731 -0.24644 1.13423
C 0.17613 -0.18551 -0.09889
C -0.53529 0.88745 2.02862
H 1.40853 1.11312 -1.70051
H -0.30157 1.26658 -1.52422
H 0.67545 -1.17306 -3.02021
H 0.13495 -2.38983 -0.57723
H -0.48049 -1.30323 1.52884
H -0.27614 1.72429 1.45397
H -0.04585 0.93024 3.03374
H -1.67835 0.96464 2.06672

Atoms 1-3, force components in eV/Å:
C 3.21 -2.25 0.14
C -0.60 0.18 3.12
C 0.76 1.33 -4.06

No. 7
Computed, not measured: a structure of composition C6H8, with wB97M-V/def2-TZVPD.

Results
E_LUMO: 0.49 eV
ΔE to the lowest compared entry with this formula, charge and spin: 82.5 kcal per mole
DFT total energy: -6347.205 eV
molecular weight: 80.13 g/mol
HOMO: -8.05 eV

Atoms and positions in Å:
C -0.33757 1.70432 -0.29360
C 0.17320 0.58246 0.54307
C -0.01334 -1.34750 -0.32891
C -0.73976 -0.57679 0.81007
C 1.54658 0.38000 0.64383
C 1.40767 -0.73910 -0.14746
H -1.15238 1.36090 -0.94400
H 0.48127 2.09679 -0.90317
H -0.72347 2.48925 0.35936
H 0.01693 -2.43224 -0.23518
H -0.50926 -1.08743 -1.28100
H -1.80322 -0.35786 0.66228
H -0.57851 -1.05154 1.78314
H 2.22012 -1.11759 -0.76994

Atoms 1-3, force components in eV/Å:
C -0.03 0.19 0.08
C -0.20 0.50 0.04
C 0.23 -0.24 0.01

No. 8
Computed, not measured: an isolated molecule of C6H8, with wB97M-V/def2-TZVPD.

Results
E_LUMO: 0.75 eV
ΔE to the lowest compared entry with this formula, charge and spin: 95.5 kcal per mole
DFT total energy: -6346.641 eV
molecular weight: 80.13 g/mol
HOMO: -7.91 eV

Atoms and positions in Å:
C -1.13246 -0.29260 -1.04699
C -1.16247 0.75520 -0.03218
C -1.05344 -0.06461 1.16813
C -0.05002 -0.64801 0.06976
C 1.35381 -0.13149 -0.03538
C 1.62905 1.15817 -0.18634
H -0.79427 -0.03374 -2.04914
H -1.85671 -1.09645 -1.05828
H 0.79002 1.88717 -0.23636
H -1.76977 -0.84337 1.39541
H -0.64804 0.38944 2.07027
H -0.08830 -1.73274 0.18398
H 2.14715 -0.87479 0.01864
H 2.63546 1.52783 -0.26153

Atoms 1-3, force components in eV/Å:
C -0.11 0.37 -0.20
C -0.10 -0.38 0.02
C -0.09 0.38 0.13

No. 9
Computed, not measured: an isolated molecule of C6H8, with wB97M-V/def2-TZVPD.

Results
SMILES: C=C(C)C1=CC1
E_LUMO: 0.85 eV
ΔE to the lowest compared entry with this formula, charge and spin: 77.5 kcal per mole
DFT total energy: -6347.421 eV
molecular weight: 80.13 g/mol
HOMO: -8.78 eV

Atoms and positions in Å:
C 0.39890 -0.91627 -1.74296
C 0.49198 -0.51861 -0.50275
C 1.35370 -1.70574 -0.81983
C 0.57329 0.50831 1.89863
C -0.03340 0.18002 0.71086
C -1.57316 0.18689 0.38723
H -0.17741 -0.79561 -2.70252
H 1.07642 -2.61686 -0.38228
H 2.43151 -1.56502 -0.87194
H 1.67747 0.39625 1.99939
H -0.11773 0.71992 2.74791
H -1.69034 -0.75695 0.86645
H -1.82558 -0.01238 -0.67933
H -2.20187 1.02548 0.67220

Atoms 1-3, force components in eV/Å:
C -0.57 0.21 0.40
C 1.13 0.13 0.76
C 0.38 1.83 -0.85

No. 10
Computed, not measured: a cluster of 2 separate species, C6H8 in total, with wB97M-V/def2-TZVPD.

Results
E_LUMO (spin up / spin down): -1.31 / -1.32 eV
ΔE to the lowest compared entry with this formula, charge and spin: 131.6 kcal per mole
DFT total energy: -6345.075 eV
molecular weight: 80.13 g/mol
HOMO (spin up / spin down): -8.68 / -8.68 eV

Atoms and positions in Å:
C -2.36457 -0.97599 2.20950
C -1.17439 -1.10079 1.93390
C 0.17369 -1.10827 1.71197
C -0.07793 0.56205 -0.66365
C 1.24643 0.00782 -1.11840
C 0.88111 1.43063 -1.42274
H -3.39958 -0.86676 2.44922
H -0.18931 0.78628 0.39190
H 0.46237 -1.84569 0.94916
H -0.98200 0.21072 -1.15644
H 1.23937 -0.70349 -1.94004
H 2.00755 -0.17260 -0.36372
H 1.38870 2.21508 -0.86763
H 0.63335 1.68836 -2.44710

Atoms 1-3, force components in eV/Å:
C 0.38 -0.06 -0.06
C -0.18 0.03 0.09
C -0.38 -0.18 0.02